C4H10N3O | ωB97M-V/def2-TZVPD

Summary:
Gap between HOMO and LUMO ... 10.29 eV
HOMO energy ... -13.6 eV
Energy relative to the best compared isomer or geometry (same formula, charge and spin) ... 2.877 eV

ORCA input file:
```
! wB97M-V def2-TZVPD RIJCOSX def2/J DEFGRID3
* xyz 1 1
C 1.94 1.51 -0.60
C 0.49 1.65 -0.44
C 0.18 -0.30 -0.02
C 1.85 -1.91 0.59
N 2.40 0.33 -0.30
N 1.41 -0.65 0.01
N -3.19 0.17 0.02
O -0.92 -0.77 0.25
H 2.66 2.20 -0.74
H 0.31 1.95 0.53
H -0.21 1.73 -1.22
H 2.52 -2.46 -0.13
H 2.45 -1.74 1.43
H 0.94 -2.45 0.72
H -3.05 1.17 0.00
H -4.00 -0.10 0.55
H -3.63 0.07 -0.95
H -2.14 -0.42 0.30
*
```

=====

C7H4NO3S | ωB97M-V/def2-TZVPD

Summary:
Gap between HOMO and LUMO ... 7.69 eV
HOMO energy ... -4.1 eV
Energy relative to the best compared isomer or geometry (same formula, charge and spin) ... 1.150 eV

ORCA input file:
```
! wB97M-V def2-TZVPD RIJCOSX def2/J DEFGRID3
* xyz -1 1
C 0.21 0.36 -0.62
C 0.56 -0.74 0.20
C -0.60 1.42 -0.09
C -0.05 -0.90 1.43
C -1.11 1.26 1.14
C -0.89 0.14 1.88
C -2.45 2.60 2.11
N -2.42 2.25 3.32
O -2.99 3.37 1.34
O -0.13 1.74 4.19
O -1.58 -0.14 3.10
S -1.51 1.15 4.11
H 0.85 0.67 -1.58
H 1.21 -1.53 -0.13
H -0.54 2.39 -0.63
H 0.36 -1.58 2.13
*
```

=====

C19H21BrCl16NO4P | ωB97M-V/def2-TZVPD

Summary:
Gap between HOMO and LUMO ... 7.79 eV
HOMO energy ... -8.9 eV

ORCA input file:
```
! wB97M-V def2-TZVPD RIJCOSX def2/J DEFGRID3
* xyz 0 1
C -4.40 -0.48 1.61
C -3.11 -1.49 1.69
C -2.87 -2.43 0.37
C -3.11 -1.67 -1.08
N -2.00 -1.88 -2.09
P -0.43 -1.18 -1.51
C 0.26 -0.22 -3.06
C 1.27 1.00 -2.53
C 0.54 2.47 -2.55
Br 0.95 3.48 -0.85
O 0.63 -2.51 -1.26
C 1.12 -2.67 0.10
O 0.62 -3.45 1.06
C 2.51 -1.83 0.49
C 2.81 -1.16 1.95
C 4.24 -0.32 2.13
C 5.34 -0.16 0.88
C 5.01 -0.87 -0.60
C 3.59 -1.70 -0.78
C -0.60 0.10 -0.13
O 0.03 0.17 1.04
O -1.54 1.24 -0.41
H -5.41 -0.99 1.30
H -4.51 0.04 2.67
H -4.15 0.40 0.84
H -2.18 -0.85 2.02
H -3.33 -2.24 2.59
H -3.67 -3.32 0.45
H -1.82 -2.95 0.31
H -3.37 -0.52 -0.99
H -4.08 -2.17 -1.55
H -1.88 -2.90 -2.24
H 0.92 -0.98 -3.66
H -0.67 0.19 -3.64
H 1.75 0.78 -1.48
H 2.17 1.07 -3.30
H -0.62 2.30 -2.65
H 0.87 3.16 -3.45
H 2.02 -1.25 2.82
H 4.51 0.23 3.16
H 6.35 0.46 1.00
H 5.73 -0.76 -1.51
H 3.34 -2.18 -1.84
C -4.00 3.17 -3.16
Cl -3.45 1.48 -2.99
Cl -4.11 3.59 -4.88
Cl -5.61 3.34 -2.40
Cl -2.85 4.25 -2.35
C -2.60 -1.70 5.91
Cl -2.26 0.02 6.23
Cl -4.30 -1.89 5.41
Cl -1.53 -2.28 4.61
Cl -2.30 -2.65 7.39
C 6.45 -2.62 4.66
Cl 8.11 -2.98 4.10
Cl 5.66 -4.13 5.16
Cl 6.53 -1.50 6.04
Cl 5.53 -1.87 3.33
C -0.43 6.76 -4.47
Cl 1.04 7.63 -4.98
Cl 0.00 5.54 -3.24
Cl -1.60 7.91 -3.78
Cl -1.16 5.95 -5.88
*
```

=====

C32H37N5PRuS2 | ωB97M-V/def2-TZVPD

Summary:
Gap between HOMO and LUMO (spin up / spin down) ... 6.80 / 6.16 eV
HOMO energy (spin up / spin down) ... -13.6 / -13.5 eV
Energy relative to the best compared isomer or geometry (same formula, charge and spin) ... 0.000 eV

ORCA input file:
```
! wB97M-V def2-TZVPD RIJCOSX def2/J DEFGRID3
* xyz 2 2
Ru -0.63 0.26 0.19
C -4.38 -1.23 0.46
C -3.84 -0.80 1.82
C -3.19 -1.98 2.54
C -2.92 0.40 1.71
C -3.36 1.56 1.05
C -2.61 2.71 1.00
C -1.33 2.77 1.58
C -0.58 4.06 1.62
C -0.86 1.63 2.24
C -1.67 0.47 2.34
H -5.07 -2.07 0.58
H -3.57 -1.56 -0.19
H -4.93 -0.44 -0.05
H -4.69 -0.46 2.43
H -2.29 -2.30 2.02
H -3.88 -2.82 2.56
H -2.93 -1.75 3.57
H -4.35 1.56 0.60
H -3.00 3.60 0.51
H -0.97 4.67 2.44
H -0.70 4.63 0.70
H 0.48 3.90 1.83
H 0.06 1.68 2.81
H -1.36 -0.32 3.00
N 0.65 2.57 -1.33
P 1.26 1.13 -0.70
C 2.74 1.66 0.17
C 2.83 2.94 0.72
C 4.01 3.36 1.32
C 5.09 2.49 1.39
C 5.00 1.21 0.86
C 3.83 0.79 0.25
C 1.84 0.13 -2.10
C 2.10 -1.23 -1.97
C 2.60 -1.94 -3.05
C 2.84 -1.31 -4.26
C 2.58 0.04 -4.39
C 2.09 0.77 -3.31
C -0.65 2.54 -1.80
C -1.19 3.54 -2.61
C -2.48 3.37 -3.07
C -3.19 2.22 -2.74
C -2.60 1.30 -1.92
N -1.35 1.46 -1.43
H 1.24 3.36 -1.53
H 2.00 3.62 0.67
H 4.08 4.36 1.73
H 6.02 2.82 1.85
H 5.85 0.54 0.91
H 3.77 -0.20 -0.17
H 1.92 -1.74 -1.03
H 2.80 -3.00 -2.94
H 3.22 -1.87 -5.10
H 2.76 0.54 -5.33
H 1.90 1.83 -3.43
H -0.60 4.40 -2.88
H -2.92 4.12 -3.72
H -4.19 2.05 -3.12
H -3.10 0.39 -1.63
S -1.23 -1.74 -3.73
C -1.10 -1.45 -2.19
N -1.04 -1.26 -1.01
S 0.95 -0.87 1.53
C 0.81 -2.62 1.55
N -0.01 -3.29 0.78
C -0.14 -4.75 0.83
C 1.20 -5.35 1.24
C 1.68 -4.71 2.53
N 1.60 -3.25 2.41
H -0.56 -2.76 0.10
H -0.45 -5.09 -0.15
H -0.92 -5.02 1.54
H 1.93 -5.18 0.45
H 1.10 -6.43 1.37
H 2.71 -4.98 2.73
H 1.07 -5.04 3.38
H 2.18 -2.68 3.00
*
```

=====

C44H97F30N8O2P6 | ωB97M-V/def2-TZVPD

Summary:
Gap between HOMO and LUMO (spin up / spin down) ... 6.89 / 3.03 eV
HOMO energy (spin up / spin down) ... -13.4 / -13.4 eV

ORCA input file:
```
! wB97M-V def2-TZVPD RIJCOSX def2/J DEFGRID3
* xyz 2 2
C 0.11 1.27 0.21
N 1.54 1.60 -0.32
C 2.00 3.06 0.03
C 2.55 0.74 0.34
C 1.66 1.27 -1.85
C 0.84 2.15 -2.87
O 0.95 3.51 -2.80
H -0.70 1.75 -0.35
H -0.02 1.71 1.20
H -0.03 0.19 0.27
H 1.32 3.81 -0.35
H 2.87 3.31 -0.58
H 2.09 3.23 1.10
H 2.51 0.76 1.43
H 3.52 0.80 -0.16
H 2.37 -0.28 0.00
H 1.34 0.23 -1.92
H 2.70 1.30 -2.16
H -0.23 2.03 -2.75
H 1.13 1.74 -3.84
H 0.74 3.85 -3.68
C -3.04 7.46 -0.64
N -2.80 5.97 -0.66
C -1.34 5.70 -0.95
C -3.33 5.39 0.67
C -3.52 5.42 -1.89
C -5.04 5.14 -1.71
O -5.71 6.34 -1.56
H -4.07 7.78 -0.48
H -2.75 7.92 -1.58
H -2.53 7.99 0.17
H -1.01 6.20 -1.86
H -1.17 4.63 -1.05
H -0.85 5.98 -0.02
H -2.74 5.68 1.54
H -3.53 4.32 0.78
H -4.31 5.80 0.88
H -3.08 4.43 -2.01
H -3.25 6.00 -2.76
H -5.23 4.56 -0.81
H -5.34 4.46 -2.50
H -6.63 6.12 -1.43
C -1.09 -3.46 -9.33
C -2.29 -2.50 -9.00
N -1.81 -1.44 -8.12
C -1.03 -0.32 -8.46
C -0.72 0.44 -7.35
N -1.36 -0.15 -6.30
C -1.96 -1.32 -6.74
C -1.39 0.35 -4.98
H -1.51 -4.40 -9.69
H -0.42 -3.59 -8.48
H -0.46 -3.08 -10.13
H -3.06 -3.04 -8.45
H -2.67 -2.03 -9.91
H -0.74 -0.19 -9.49
H -0.18 1.37 -7.25
H -2.55 -2.07 -6.24
H -2.40 0.44 -4.59
H -0.80 1.26 -5.00
H -0.89 -0.28 -4.24
C 4.15 4.40 3.43
C 3.69 2.94 3.59
N 4.49 2.16 4.53
C 5.88 2.08 4.74
C 6.14 1.37 5.96
N 4.92 1.00 6.48
C 3.93 1.40 5.55
C 4.66 0.10 7.60
H 5.24 4.36 3.34
H 3.91 5.07 4.26
H 3.62 4.86 2.60
H 3.92 2.40 2.67
H 2.65 2.63 3.73
H 6.46 2.67 4.05
H 7.07 1.02 6.38
H 2.87 1.26 5.68
H 5.62 -0.16 8.06
H 4.09 -0.79 7.31
H 4.21 0.69 8.39
C -8.32 1.28 2.18
C -7.12 1.48 1.26
N -5.95 1.98 1.97
C -5.81 3.21 2.52
C -4.61 3.27 3.14
N -3.95 2.06 2.90
C -4.81 1.22 2.25
C -2.65 1.64 3.35
H -8.70 2.21 2.61
H -8.13 0.68 3.07
H -9.16 0.88 1.62
H -7.40 2.23 0.52
H -6.89 0.55 0.74
H -6.59 3.94 2.36
H -4.21 4.05 3.78
H -4.70 0.18 1.98
H -2.51 0.56 3.39
H -2.51 2.18 4.29
H -1.95 2.10 2.65
C 2.59 -10.03 0.42
C 2.68 -8.57 0.02
C 1.47 -8.00 -0.76
C 1.63 -6.50 -1.13
P 1.12 -5.23 0.12
C 1.54 -5.71 1.84
C 0.54 -6.77 2.46
C 1.24 -7.38 3.69
C 0.32 -8.45 4.16
C 2.08 -3.66 -0.27
C 3.56 -3.76 -0.79
C 4.29 -2.40 -0.88
C 4.06 -1.66 -2.23
C -0.69 -5.02 -0.15
C -1.53 -4.02 0.77
C -1.53 -2.52 0.38
C -2.17 -1.64 1.56
H 2.63 -10.77 -0.38
H 1.67 -10.22 0.97
H 3.41 -10.36 1.06
H 3.68 -8.41 -0.36
H 2.77 -8.03 0.97
H 0.52 -8.17 -0.23
H 1.42 -8.54 -1.70
H 1.20 -6.28 -2.10
H 2.70 -6.36 -1.28
H 1.55 -4.91 2.58
H 2.55 -6.12 1.78
H 0.38 -7.64 1.82
H -0.42 -6.27 2.64
H 1.36 -6.70 4.54
H 2.19 -7.82 3.39
H 0.21 -9.19 3.36
H -0.68 -8.14 4.46
H 0.78 -8.99 5.00
H 2.09 -3.23 0.73
H 1.50 -2.93 -0.83
H 3.51 -4.27 -1.76
H 4.24 -4.36 -0.19
H 5.36 -2.60 -0.88
H 4.01 -1.78 -0.03
H 3.04 -1.38 -2.47
H 4.26 -2.44 -2.98
H 4.73 -0.81 -2.38
H -1.12 -6.01 -0.12
H -0.89 -4.87 -1.21
H -1.18 -4.16 1.79
H -2.55 -4.37 0.90
H -2.08 -2.47 -0.56
H -0.50 -2.17 0.26
H -1.87 -0.61 1.38
H -1.90 -1.86 2.59
H -3.26 -1.66 1.45
P -0.40 4.68 4.13
F -0.53 4.33 2.56
F -0.34 3.12 4.42
F 1.20 4.77 4.16
F -0.34 5.02 5.72
F -0.43 6.28 3.71
F -2.06 4.80 4.28
P 1.37 -1.47 3.60
F 0.39 -2.74 3.73
F 0.08 -0.50 3.84
F 1.77 -1.44 5.21
F 2.48 -0.27 3.58
F 2.60 -2.47 3.33
F 1.21 -1.46 2.01
P 6.79 1.52 0.25
F 8.07 2.30 -0.37
F 7.47 1.97 1.66
F 6.00 2.93 0.09
F 5.52 1.11 1.21
F 6.03 1.14 -1.15
F 7.50 -0.01 0.43
P -3.90 1.13 -1.77
F -5.39 1.81 -1.67
F -4.49 0.05 -2.76
F -3.61 2.12 -2.99
F -2.49 0.45 -2.03
F -3.30 2.22 -0.79
F -4.31 0.16 -0.55
P -0.82 4.61 -5.66
F 0.57 3.90 -5.19
F -1.63 3.65 -4.64
F -0.76 5.60 -4.38
F -2.12 5.36 -6.16
F 0.07 5.55 -6.64
F -0.96 3.50 -6.84
*
```

=====

C9H16N2O2 | ωB97M-V/def2-TZVPD

Summary:
Gap between HOMO and LUMO ... 9.78 eV
HOMO energy ... -9.6 eV
Energy relative to the best compared isomer or geometry (same formula, charge and spin) ... 7.861 eV

ORCA input file:
```
! wB97M-V def2-TZVPD RIJCOSX def2/J DEFGRID3
* xyz 0 1
C 3.05 2.46 2.26
C 3.47 2.72 0.85
C 2.53 3.22 -0.07
C 0.81 3.45 1.59
C -1.57 -0.87 -2.98
C -2.36 -1.41 -1.76
C -1.25 -2.07 -1.06
C -1.64 -2.57 0.40
C -0.76 -3.26 1.32
H 1.44 2.47 3.37
H 4.22 1.66 0.18
H 2.52 3.26 -1.20
H 0.67 4.06 -0.16
H -0.25 -0.94 -2.72
H -1.73 -1.62 -3.86
H -1.84 0.22 -3.61
H -3.04 -2.37 -2.21
H -3.22 -0.83 -1.17
H -0.77 -3.02 -1.48
H -0.47 -1.17 -1.12
H -2.61 -3.26 0.31
H -2.12 -1.67 1.04
H 0.04 -2.48 1.57
H -1.00 -3.78 2.27
H -0.37 -4.14 0.53
N 1.76 3.06 2.52
N 1.35 3.72 0.43
O 3.57 1.79 3.03
O -0.42 3.37 1.70
*
```

=====

C52H37FN2OP2S2SiV | ωB97M-V/def2-TZVPD

Summary:
Gap between HOMO and LUMO (spin up / spin down) ... 4.85 / 5.33 eV
HOMO energy (spin up / spin down) ... -0.9 / -1.3 eV
Energy relative to the best compared isomer or geometry (same formula, charge and spin) ... 0.121 eV

ORCA input file:
```
! wB97M-V def2-TZVPD RIJCOSX def2/J DEFGRID3
* xyz -2 4
V 0.83 0.27 -0.66
C 0.66 -3.55 -1.58
Si 0.36 -2.15 -0.33
C -1.50 -2.44 0.18
C -2.04 -3.63 0.70
C -3.37 -3.73 1.05
C -4.23 -2.64 0.88
C -3.72 -1.47 0.36
C -2.37 -1.36 0.04
P -1.67 0.19 -0.73
C -2.61 -0.01 -2.32
C -2.04 -0.84 -3.27
C -2.72 -1.15 -4.44
C -3.99 -0.63 -4.67
C -4.57 0.20 -3.72
C -3.89 0.50 -2.55
C -2.68 1.50 0.09
C -2.90 2.69 -0.61
C -3.61 3.73 -0.05
C -4.08 3.63 1.26
C -3.83 2.47 1.98
C -3.15 1.42 1.40
C 1.22 -2.75 1.28
C 1.50 -4.08 1.61
C 2.04 -4.43 2.83
C 2.31 -3.44 3.78
C 2.05 -2.12 3.48
C 1.54 -1.77 2.23
P 1.13 -0.02 1.77
C -0.20 0.17 3.07
C -0.34 1.27 3.91
C -1.39 1.34 4.82
C -2.32 0.31 4.90
C -2.18 -0.79 4.07
C -1.13 -0.86 3.17
C 2.58 0.90 2.43
C 3.82 0.28 2.50
C 4.95 1.01 2.87
C 4.85 2.36 3.16
C 3.63 2.99 3.04
C 2.51 2.27 2.66
H 0.17 -4.48 -1.29
H 1.73 -3.74 -1.69
H 0.28 -3.27 -2.56
H -1.39 -4.48 0.84
H -3.76 -4.66 1.46
H -5.28 -2.72 1.14
H -4.39 -0.62 0.21
H -1.05 -1.24 -3.11
H -2.25 -1.80 -5.17
H -4.52 -0.86 -5.58
H -5.56 0.61 -3.88
H -4.36 1.14 -1.81
H -2.51 2.81 -1.62
H -3.77 4.64 -0.62
H -4.62 4.45 1.71
H -4.16 2.38 3.01
H -2.98 0.52 1.97
H 1.29 -4.85 0.88
H 2.26 -5.47 3.05
H 2.72 -3.71 4.74
H 2.26 -1.35 4.21
H 0.37 2.07 3.89
H -1.47 2.21 5.46
H -3.14 0.37 5.61
H -2.89 -1.61 4.12
H -1.05 -1.73 2.54
H 3.93 -0.76 2.24
H 5.91 0.50 2.91
H 5.74 2.92 3.43
H 3.54 4.06 3.20
H 1.59 2.81 2.48
S 3.12 -0.84 -0.74
C 3.30 -1.27 -2.41
C 4.37 -2.09 -2.80
C 4.56 -2.49 -4.11
C 5.69 -3.32 -4.44
N 6.59 -3.98 -4.70
C 3.66 -2.07 -5.10
C 2.60 -1.24 -4.73
C 2.40 -0.82 -3.42
S 1.07 0.26 -3.07
C 3.79 -2.47 -6.47
N 3.90 -2.80 -7.57
H 5.06 -2.42 -2.03
H 1.90 -0.91 -5.49
O 2.98 2.52 -0.39
C 1.83 2.14 -0.54
F -1.14 6.81 -1.86
C -0.45 5.66 -1.55
C -0.52 5.17 -0.27
C 0.15 3.99 0.02
C 0.94 3.36 -0.92
C 0.99 3.89 -2.21
C 0.28 5.04 -2.54
H -1.13 5.68 0.47
H 0.05 3.56 1.02
H 1.60 3.39 -2.95
H 0.30 5.45 -3.54
*
```